Record 1
{"formula": "C25H33NO5", "method": "wB97M-V/def2-TZVPD", "species": ["C", "C", "H", "H", "O", "C", "O", "C", "C", "C", "N", "C", "C", "H", "H", "H", "H", "C", "C", "C", "C", "C", "C", "C", "H", "O", "C", "H", "H", "H", "H", "O", "C", "H", "H", "H", "H", "H", "H", "H", "H", "H", "H", "C", "C", "O", "C", "C", "C", "C", "C", "C", "H", "H", "H", "H", "H", "H", "H", "H", "H", "H", "H", "H"], "xyz": [[-3.61125, -2.94160, 3.41336], [-3.74939, -3.14600, 1.91679], [-4.80136, -3.15479, 1.60927], [-3.29626, -4.09102, 1.59746], [-3.08542, -2.06951, 1.25201], [-3.00078, -2.15428, -0.07704], [-3.47031, -3.06686, -0.70724], [-2.32354, -0.92641, -0.68658], [-1.83506, -1.27262, -2.09757], [-0.67716, -2.28064, -2.03466], [0.43534, -1.84432, -1.21733], [-0.01796, -1.54363, 0.12486], [-1.13132, -0.48849, 0.17402], [-1.44788, -0.33916, 1.20681], [-0.74408, 0.45726, -0.20220], [0.83965, -1.20839, 0.71223], [-0.38455, -2.47883, 0.56077], [1.22987, -0.78236, -1.81927], [2.48796, -0.55339, -1.02492], [3.39228, -1.58641, -0.87502], [4.55816, -1.40157, -0.13133], [4.80704, -0.17159, 0.45578], [3.89201, 0.87069, 0.30625], [2.73280, 0.68086, -0.43101], [2.01154, 1.47424, -0.54845], [4.23730, 2.03436, 0.93157], [3.37645, 3.13903, 0.80780], [3.84779, 3.94448, 1.36943], [2.38813, 2.93218, 1.23170], [3.26584, 3.44361, -0.23818], [5.69162, 0.02591, 1.03784], [5.38514, -2.48030, -0.04451], [6.57908, -2.35214, 0.68734], [7.07219, -3.32077, 0.61990], [6.38335, -2.11820, 1.73885], [7.23174, -1.58339, 0.26102], [3.20115, -2.54792, -1.32096], [1.50041, -1.11979, -2.82484], [0.68141, 0.16738, -1.91853], [-0.31118, -2.48230, -3.04424], [-1.04376, -3.22189, -1.61514], [-2.65429, -1.70371, -2.67427], [-1.48855, -0.36592, -2.59186], [-3.44095, 0.14744, -0.68583], [-3.26777, 1.29572, -1.68933], [-2.00643, 1.92620, -1.67603], [-1.70594, 2.85348, -0.72301], [-0.44316, 3.43823, -0.84279], [-0.02682, 4.39672, 0.05696], [-0.85760, 4.78635, 1.09607], [-2.10812, 4.21073, 1.21630], [-2.53857, 3.24892, 0.31692], [-3.52226, 2.82359, 0.43756], [-2.76537, 4.50913, 2.01989], [-0.53166, 5.53477, 1.80187], [0.94841, 4.84751, -0.05346], [0.18688, 3.12929, -1.66324], [-4.06621, 2.03184, -1.52969], [-3.36712, 0.91014, -2.70731], [-3.51581, 0.54077, 0.32991], [-4.39406, -0.32796, -0.93369], [-4.06185, -1.99701, 3.70601], [-4.10850, -3.75089, 3.93988], [-2.56128, -2.92676, 3.69309]], "smiles": "CCOC(=O)C1(CCOc2ccccc2)CCN(Cc2cc(OC)cc(OC)c2)CC1", "relative_energy_kcal_mol": 15.2, "orbital_gap_ev": 8.694, "energy_ev": -38187.88217, "max_force_ha_per_bohr": 0.011}

***

Record 2
{"formula": "C11H15NO3", "method": "wB97M-V/def2-TZVPD", "species": ["C", "C", "C", "C", "C", "C", "C", "C", "C", "C", "C", "N", "O", "O", "O", "H", "H", "H", "H", "H", "H", "H", "H", "H", "H", "H", "H", "H", "H", "H"], "xyz": [[1.42390, 2.21168, -0.62331], [2.29603, 1.21072, -0.78779], [0.28364, 1.69527, 0.11336], [-0.99557, 2.51366, 0.28353], [-5.03740, -1.14962, 0.23740], [-4.03249, -0.30119, 0.41370], [-2.90893, -0.30838, -0.44540], [0.44356, 0.39065, 0.45108], [1.81506, -0.08995, -0.03898], [4.01362, -0.66693, 0.94099], [1.20010, -2.36769, -0.76166], [-2.01098, 0.58520, -0.54665], [-2.17966, 1.69316, 0.34885], [2.62695, -0.29137, 1.14205], [1.93838, -1.16842, -0.94605], [1.48063, 3.14717, -1.14196], [3.24961, 1.31338, -1.20125], [-1.19646, 3.05334, -0.60905], [-0.85480, 3.16583, 1.12099], [-5.88950, -0.99179, 0.90963], [-4.74218, -1.87891, -0.43623], [-4.11660, 0.54305, 1.09087], [-2.70194, -1.27643, -1.00431], [-0.15759, -0.29482, 1.14804], [4.16723, -1.03536, -0.18786], [4.24860, -1.48245, 1.74042], [4.72932, 0.27313, 0.98675], [1.71383, -3.20891, -1.48616], [0.09708, -2.42062, -0.98416], [1.09656, -2.86337, 0.27315]], "smiles": "C=C/C=N\\OCC1=CC(OC)(OC)C=C1", "relative_energy_kcal_mol": 166.0, "orbital_gap_ev": 8.680, "energy_ev": -19275.81209, "max_force_ha_per_bohr": 0.069}

***

Record 3
{"formula": "C5H8N", "method": "wB97M-V/def2-TZVPD", "species": ["C", "C", "C", "C", "C", "N", "H", "H", "H", "H", "H", "H", "H", "H"], "xyz": [[-0.52803, 0.26496, -0.14627], [-0.67552, -1.17578, 0.00732], [-1.54004, 1.15225, -0.05045], [2.03159, 0.34950, 0.74300], [2.18913, 0.01002, -0.49912], [0.89204, 0.65304, -0.16085], [-1.56608, -1.25068, 0.51142], [-0.68069, -1.71701, -0.98140], [-2.45893, 0.79916, -0.07104], [-1.36707, 2.24878, -0.08723], [0.10004, -1.69628, 0.59835], [2.08565, 0.13495, 1.81809], [2.69644, 0.02668, -1.36915], [0.90270, 1.65922, -0.55881]], "total_charge": 1, "smiles": "C=C(C)[NH+]1C=C1", "relative_energy_kcal_mol": 116.1, "orbital_gap_ev": 9.594, "energy_ev": -6793.05290, "max_force_ha_per_bohr": 0.130}

***

Record 4
{"formula": "C3H4N4O", "method": "wB97M-V/def2-TZVPD", "species": ["C", "C", "C", "H", "H", "H", "H", "N", "N", "N", "N", "O"], "xyz": [[-0.39795, -2.06493, -1.01877], [0.18867, -0.70436, -1.16001], [-0.46131, 0.71677, 1.90712], [-1.44864, -2.04759, -0.62910], [0.17653, -2.58815, -0.23050], [-0.40004, -2.65403, -1.94535], [-0.76261, 0.74403, 2.91943], [0.00904, 0.13282, 0.01286], [-0.63508, -0.30664, 1.12122], [0.18833, 1.76570, 1.32358], [0.48080, 1.36743, 0.12378], [0.76958, -0.23180, -2.06934]], "smiles": "CC(=O)n1ncnn1", "relative_energy_kcal_mol": 38.1, "orbital_gap_ev": 10.968, "energy_ev": -11182.31684, "max_force_ha_per_bohr": 0.029}

***

Record 5
{"formula": "H5N5O", "method": "wB97M-V/def2-TZVPD", "species": ["N", "N", "N", "N", "N", "O", "H", "H", "H", "H", "H"], "xyz": [[-0.80862, 0.49758, 0.95474], [-1.39657, 0.21750, -0.25579], [0.47628, 1.08200, 0.51181], [-0.29424, 0.01062, -1.18816], [0.83791, 0.17164, -0.49394], [1.20374, -1.30562, 0.46104], [-0.46743, -0.27418, 1.43323], [-1.91003, 1.08048, -0.70602], [1.23659, 1.17087, 1.27965], [-0.37024, -0.82296, -1.71932], [1.49259, -1.82793, -0.27725]], "relative_energy_kcal_mol": 42.0, "orbital_gap_ev": 10.191, "energy_ev": -9572.71729, "max_force_ha_per_bohr": 0.072}

***

Record 6
{"formula": "C11H29Ag2FO8P", "method": "wB97M-V/def2-TZVPD", "species": ["Ag", "Ag", "F", "C", "O", "P", "O", "O", "C", "O", "C", "H", "H", "H", "H", "H", "H", "H", "H", "H", "C", "O", "C", "C", "O", "C", "H", "H", "H", "H", "H", "H", "H", "H", "H", "H", "C", "O", "C", "C", "O", "C", "H", "H", "H", "H", "H", "H", "H", "H", "H", "H"], "xyz": [[-5.38345, -14.01325, -13.39861], [-1.53170, -12.49667, -11.16207], [-3.72060, -12.76373, -12.24511], [-3.31902, -6.99949, -10.68716], [-2.62107, -8.24797, -10.72671], [-2.95831, -9.36426, -9.59317], [-2.15499, -10.59975, -9.76342], [-2.78248, -8.49056, -8.18547], [-2.95065, -9.08806, -6.90496], [-4.58353, -9.57597, -9.64547], [-5.27459, -9.89043, -10.89288], [-4.03499, -6.89805, -11.50276], [-2.55188, -6.22544, -10.70802], [-3.83556, -6.83449, -9.74161], [-3.85699, -8.70701, -6.43438], [-2.16703, -8.99784, -6.15269], [-3.00151, -10.16834, -7.04098], [-5.39618, -10.96595, -11.02160], [-4.58577, -9.73785, -11.72375], [-6.19358, -9.30875, -10.96497], [1.18351, -14.44615, -12.55018], [0.03534, -14.37364, -11.67302], [-0.21081, -15.48535, -10.79506], [-1.63976, -15.38146, -10.16001], [-1.58456, -14.21081, -9.24144], [-2.80136, -13.77482, -8.76353], [2.10068, -14.36130, -11.96734], [1.31414, -13.58835, -13.20989], [1.27581, -15.36607, -13.12752], [0.54773, -15.53172, -10.01368], [-0.10683, -16.47174, -11.24707], [-1.73432, -16.28193, -9.55313], [-2.53101, -15.33319, -10.78567], [-3.23575, -14.56777, -8.15472], [-3.40321, -13.59415, -9.65417], [-2.62597, -12.84224, -8.22722], [-2.82584, -15.86712, -13.95120], [-3.78822, -15.27298, -14.82319], [-3.24531, -14.28059, -15.64644], [-4.37238, -13.63833, -16.38737], [-5.45548, -13.19981, -15.58278], [-6.72401, -12.93280, -16.29651], [-3.26130, -16.57660, -13.24755], [-2.35665, -15.10687, -13.32671], [-1.99277, -16.34515, -14.46656], [-2.53621, -14.72404, -16.34547], [-2.69767, -13.53932, -15.06444], [-4.78239, -14.25767, -17.18512], [-3.98627, -12.77484, -16.92905], [-7.16648, -13.87340, -16.62452], [-6.55516, -12.30982, -17.17485], [-7.31396, -12.41216, -15.54219]], "total_charge": 1, "orbital_gap_ev": 9.179, "energy_ev": -48255.13585, "max_force_ha_per_bohr": 0.063}